No. 1
A cluster of 3 separate species, C5H15NO2 in total. Source: the Open Molecules 2025 dataset; level of theory: the ωB97M-V functional and the def2-TZVPD basis.

Geometry as XYZ:
```
23
Properties=species:S:1:pos:R:3:forces:R:3
C 0.090837 -1.073035 -0.312172 0.205 -0.577 0.457
N -0.483232 0.226782 -0.672206 0.413 -0.494 -0.549
C 0.179752 0.735193 -1.866176 0.374 0.326 0.250
C -0.326731 1.049104 0.530754 -0.061 -0.016 0.299
C -0.384449 0.063602 1.721912 -0.355 0.336 0.002
C -0.451563 -1.331865 1.082283 -0.269 0.286 0.193
H -0.162099 -1.874677 -1.017144 -0.101 0.300 -0.105
H 1.188546 -1.011826 -0.245926 -0.070 0.022 -0.183
H 1.268791 0.833509 -1.735925 -0.045 0.004 0.196
H 0.042508 0.018631 -2.677085 -0.253 0.190 -0.133
H -0.198378 1.731033 -2.121922 -0.144 -0.224 -0.152
H 0.637626 1.571383 0.542864 -0.014 0.010 -0.147
H -1.140125 1.775850 0.586388 0.069 0.137 -0.104
H 0.482688 0.213261 2.355477 0.332 -0.193 0.010
H -1.254625 0.266214 2.349398 -0.068 -0.075 -0.061
H -1.497614 -1.648139 1.044399 0.075 -0.060 -0.135
H 0.108114 -2.081129 1.640114 0.137 -0.014 -0.052
H -2.256277 0.005760 -0.971456 -0.131 -0.024 0.569
H -3.648311 0.669803 -1.097190 -0.067 -0.001 0.006
O -3.215253 -0.100856 -0.720966 0.055 0.041 -0.358
H 4.452825 0.038275 0.408417 0.016 -0.011 0.055
H 3.055415 -0.321700 0.916015 0.150 0.005 0.062
O 3.511552 0.244816 0.260142 -0.247 0.033 -0.120
```
Forces are in eV/Å.

Computed properties:
Charge   -1
Kohn-Sham gap (spin up / spin down)   2.5 / 9.2 eV
HOMO level (spin up / spin down)   0.8698 / -5.9314 eV
Multiplicity   2

---

No. 2
A cluster of 12 separate species, C36H102N6O18 in total. Source: the Open Molecules 2025 dataset; level of theory: the ωB97M-V functional and the def2-TZVPD basis.

Geometry as XYZ:
```
162
Properties=species:S:1:pos:R:3:forces:R:3
C -18.684528 -6.473764 -15.691909 -0.343 -0.532 0.236
O -17.578592 -5.930505 -16.364405 -0.395 0.382 -0.572
C -17.754549 -4.590768 -16.807909 0.432 0.554 0.428
C -17.398331 -3.553303 -15.706404 0.057 0.350 0.726
C -17.188422 -2.129701 -16.221731 -0.719 -0.176 -1.194
N -16.253155 -3.943397 -14.850953 -0.006 0.014 -1.170
H -18.782991 -6.061817 -14.684449 -0.132 -0.061 -0.304
H -18.544616 -7.555208 -15.616545 0.368 0.139 0.159
H -19.622285 -6.373048 -16.254812 0.057 0.464 -0.071
H -17.098424 -4.460978 -17.672026 0.130 -0.036 0.024
H -18.782323 -4.431359 -17.146478 -0.079 -0.025 -0.022
H -18.261078 -3.447175 -15.040290 -0.109 -0.379 0.067
H -18.116333 -1.781939 -16.690116 -0.110 0.053 0.226
H -16.484687 -2.054980 -17.057356 0.418 -0.202 0.303
H -16.933886 -1.414638 -15.444186 0.131 -0.200 0.150
H -16.122860 -4.941346 -14.970734 -0.034 -0.308 0.497
H -15.419754 -3.570412 -15.305154 0.035 0.135 0.232
C -22.161867 -9.616045 -13.016186 0.974 -0.284 -0.339
O -20.967782 -10.245206 -13.495287 0.414 0.074 0.002
C -21.110110 -11.043990 -14.664536 -0.492 0.310 0.534
C -21.629794 -10.259802 -15.835384 -0.288 0.105 -1.246
C -21.885051 -11.156235 -17.048627 -0.457 0.397 0.249
N -20.631407 -9.242282 -16.209084 -0.215 0.648 1.011
H -21.992448 -9.442028 -11.954912 -0.231 -0.112 0.059
H -23.001640 -10.283108 -13.216016 -0.287 0.252 0.209
H -22.258439 -8.640408 -13.498198 -0.436 -0.056 -0.072
H -20.120561 -11.434339 -14.906778 0.009 -0.163 0.183
H -21.819315 -11.844708 -14.428415 0.142 -0.259 -0.184
H -22.604498 -9.823243 -15.582193 0.123 0.125 0.197
H -20.949079 -11.567552 -17.419957 -0.086 -0.326 0.008
H -22.341966 -10.570584 -17.847836 0.209 0.134 -0.086
H -22.646228 -11.900076 -16.803517 0.360 -0.335 0.003
H -20.330013 -8.809890 -15.331616 0.247 -0.200 -0.085
H -21.050205 -8.448787 -16.689935 -0.199 -0.311 -0.276
C -21.390845 -12.262035 -7.988810 0.733 0.513 0.100
O -20.183796 -12.332899 -8.726896 0.139 -0.245 0.013
C -20.133209 -11.351544 -9.729132 0.308 0.329 -0.713
C -18.803458 -11.385231 -10.480468 1.475 -0.539 1.266
C -17.612060 -11.215878 -9.519957 0.334 0.275 0.308
N -18.663229 -10.327393 -11.469310 -0.330 -0.409 -0.863
H -21.469017 -11.264773 -7.540623 -0.260 0.068 -0.102
H -21.301567 -12.955697 -7.156719 -0.210 -0.293 -0.209
H -22.247600 -12.450644 -8.638707 -0.161 -0.143 0.163
H -20.935700 -11.523001 -10.459631 -0.198 0.143 0.029
H -20.232998 -10.346271 -9.302478 -0.201 0.048 0.035
H -18.614942 -12.381429 -10.905807 -0.598 -0.087 -0.243
H -17.573337 -10.224667 -9.058721 -0.424 0.006 0.069
H -16.656672 -11.263979 -10.049510 -0.100 -0.221 -0.289
H -17.567034 -11.962764 -8.726179 -0.240 -0.022 -0.064
H -17.802492 -10.529725 -11.988715 -0.004 0.452 0.267
H -19.350284 -10.448181 -12.217701 -0.249 0.115 0.248
C -18.007613 -5.886127 -20.299655 -1.216 0.840 0.068
O -18.182083 -7.271911 -20.400825 0.271 -0.310 -0.287
C -18.196701 -7.893152 -19.136585 -0.298 0.037 0.497
C -18.441146 -9.383261 -19.272055 -0.510 -1.228 -1.218
C -19.773555 -9.740077 -19.959185 0.114 0.971 -0.587
N -18.312953 -10.043838 -17.981309 0.143 0.684 0.945
H -16.997067 -5.533873 -20.082073 0.102 -0.355 0.212
H -18.737027 -5.509074 -19.565723 0.446 0.112 0.368
H -18.350240 -5.370259 -21.200309 0.292 -0.525 -0.379
H -17.279145 -7.691450 -18.580401 0.158 -0.174 -0.078
H -18.995670 -7.459051 -18.514346 -0.175 0.073 -0.036
H -17.702754 -9.778583 -19.977953 0.425 0.073 0.330
H -19.918128 -10.811356 -20.093664 0.075 -0.086 0.370
H -19.771832 -9.322633 -20.971632 -0.020 0.065 0.073
H -20.626096 -9.288477 -19.449184 -0.083 -0.184 0.189
H -19.087621 -9.729345 -17.369812 0.481 -0.140 -0.162
H -18.399167 -11.053049 -18.001662 0.018 -0.021 -0.538
C -13.858681 -4.906683 -19.438286 -0.468 -0.612 0.852
O -14.049130 -6.310147 -19.451588 0.221 -0.298 -0.542
C -14.755167 -6.803951 -18.325597 0.006 1.821 0.578
C -14.110103 -6.474640 -16.955953 -0.095 -1.077 0.722
C -12.737549 -7.103479 -16.804275 0.218 -0.302 -0.754
N -14.930480 -7.036431 -15.863120 -0.494 -0.473 -0.435
H -14.826947 -4.407994 -19.294729 -0.024 0.146 -0.115
H -13.412462 -4.583585 -20.372504 0.113 -0.132 -0.017
H -13.243560 -4.663413 -18.569037 0.258 0.436 -0.278
H -15.706926 -6.259605 -18.252554 -0.310 -0.227 -0.277
H -14.958224 -7.861843 -18.472764 0.320 -0.053 0.095
H -14.043220 -5.399701 -16.773598 -0.062 0.062 -0.280
H -12.792254 -8.169334 -17.054098 -0.173 -0.021 -0.018
H -12.355991 -7.064804 -15.786524 0.033 0.418 -0.012
H -12.050559 -6.678227 -17.540791 0.209 0.070 0.271
H -15.004095 -8.026758 -16.115603 0.123 0.166 0.384
H -15.915920 -6.748574 -15.929738 0.666 0.204 -0.129
C -12.117071 -11.802875 -17.181593 0.108 0.511 -0.418
O -10.958372 -11.981588 -16.381726 -0.060 -0.133 -0.216
C -9.798485 -12.254968 -17.177084 -0.562 0.493 0.196
C -9.791034 -13.643842 -17.747009 0.605 -2.406 -0.266
C -9.955471 -14.748061 -16.706830 -0.855 0.313 1.203
N -8.528776 -14.010947 -18.435620 -0.579 0.766 -0.133
H -12.384447 -12.685350 -17.766360 0.001 -0.177 0.192
H -11.925831 -10.994900 -17.895626 -0.067 0.051 -0.069
H -12.961844 -11.493062 -16.570678 0.118 -0.175 0.266
H -9.775401 -11.556832 -18.021709 0.131 0.220 0.097
H -8.946022 -12.057003 -16.526635 0.095 -0.180 -0.029
H -10.604946 -13.785342 -18.462988 0.105 0.295 -0.143
H -9.158864 -14.686465 -15.958549 0.031 -0.001 -0.028
H -9.988867 -15.773446 -17.067575 0.317 0.198 -0.615
H -10.901408 -14.643466 -16.161066 0.136 0.245 0.074
H -8.403805 -13.448154 -19.272275 0.239 0.023 0.152
H -7.767700 -13.830576 -17.788529 0.169 0.011 -0.236
O -15.598578 -9.727330 -16.969732 -0.166 -0.183 -0.349
C -15.654483 -10.481486 -15.773672 0.326 0.936 0.246
C -16.690233 -9.944881 -14.788128 -1.429 -1.202 -0.059
O -16.639307 -10.676142 -13.550449 0.750 0.100 -0.605
H -16.485790 -9.737086 -17.395835 -0.112 -0.141 0.230
H -15.779011 -11.547246 -15.994423 -0.148 -0.082 0.236
H -14.686044 -10.324443 -15.291424 0.108 -0.329 0.005
H -17.713475 -10.179574 -15.120148 0.102 0.437 -0.729
H -16.657666 -8.863401 -14.667472 0.473 -0.076 0.386
H -16.915778 -11.577284 -13.833552 0.128 0.250 0.839
O -16.510085 -15.865624 -14.325704 0.516 -0.141 -0.507
C -16.575270 -14.801849 -15.245470 -1.231 0.591 0.162
C -17.779073 -13.893595 -14.956986 0.363 -0.412 -0.566
O -17.668940 -13.180068 -13.741288 -0.071 0.400 -0.108
H -16.140161 -15.567126 -13.487024 -0.284 -0.001 -0.022
H -15.703045 -14.142225 -15.296966 0.351 -0.263 0.323
H -16.739723 -15.179794 -16.256405 0.152 -0.395 0.060
H -18.729801 -14.430590 -15.003985 0.097 -0.246 0.101
H -17.785964 -13.193130 -15.801028 -0.149 0.419 0.312
H -17.689902 -13.766893 -12.967879 0.096 -0.295 -0.215
O -14.213918 -15.795116 -10.126911 0.147 0.230 -0.553
C -14.395911 -14.940915 -11.251107 -0.465 0.616 -0.184
C -15.734541 -14.222086 -11.207942 0.097 -0.008 0.727
O -16.829920 -15.012491 -11.688622 -0.002 0.307 -0.096
H -13.355646 -16.201089 -10.292982 -0.105 -0.214 0.395
H -13.657427 -14.134268 -11.298926 0.225 -0.143 0.228
H -14.312558 -15.500488 -12.189148 -0.069 -0.070 -0.029
H -15.656682 -13.287606 -11.769325 -0.129 -0.219 -0.395
H -15.981140 -13.907644 -10.193761 0.330 -0.021 0.195
H -17.332995 -15.324859 -10.931862 0.031 -0.150 -0.055
O -17.691766 -7.279241 -12.816945 0.033 -0.275 0.062
C -18.588782 -6.400995 -12.154570 0.086 0.602 -0.590
C -19.863860 -7.068077 -11.685504 0.233 -0.737 0.464
O -19.673389 -7.911849 -10.566163 0.288 -0.041 0.200
H -17.334352 -7.934690 -12.205694 -0.133 0.068 0.113
H -18.080053 -5.810934 -11.386143 -0.101 -0.328 0.314
H -18.832551 -5.666238 -12.930470 -0.203 0.028 0.216
H -20.242806 -7.709896 -12.495643 -0.116 0.482 -0.246
H -20.609786 -6.335151 -11.368595 0.030 0.112 -0.317
H -19.185113 -8.723022 -10.861639 -0.161 0.160 0.057
O -14.915490 -12.538923 -20.945936 0.611 -0.094 0.232
C -15.590424 -12.238872 -19.730112 -0.457 -0.141 -0.029
C -15.605668 -13.383191 -18.735438 0.621 -0.113 -0.341
O -16.390385 -14.478045 -19.188216 -0.050 0.164 0.081
H -15.438405 -13.120434 -21.503536 -0.214 0.098 0.093
H -15.087206 -11.402415 -19.243978 0.014 0.180 -0.297
H -16.617363 -11.972022 -19.996465 -0.101 0.224 0.366
H -15.958546 -13.042399 -17.760787 -0.365 -0.064 -0.116
H -14.570752 -13.714678 -18.576810 0.008 0.026 -0.002
H -15.978190 -14.769061 -20.009290 -0.082 -0.208 0.103
O -11.961947 -12.229604 -13.741409 -0.340 -0.530 0.254
C -11.973339 -10.964673 -13.104623 0.001 -0.074 -0.431
C -13.028998 -10.918325 -12.013199 0.622 -0.377 0.318
O -12.649366 -11.651751 -10.847741 0.131 -0.007 0.566
H -11.458010 -12.211060 -14.569522 0.030 0.219 0.069
H -10.987919 -10.780760 -12.661675 -0.063 0.179 0.183
H -12.147124 -10.181224 -13.849965 -0.177 0.129 0.114
H -14.007319 -11.308653 -12.304411 0.043 0.349 -0.571
H -13.099576 -9.884727 -11.671330 -0.280 0.017 -0.130
H -12.094091 -12.412024 -11.040397 -0.034 0.081 -0.450
```
Forces are in eV/Å.

Computed properties:
Kohn-Sham gap   8.8 eV
HOMO level   -8.5055 eV

---

No. 3
A cluster of 2 separate species, C7H12Br2O5 in total. Source: the Open Molecules 2025 dataset; level of theory: the ωB97M-V functional and the def2-TZVPD basis.

Geometry as XYZ:
```
26
Properties=species:S:1:pos:R:3:forces:R:3
C -0.234022 -1.365553 2.334287 0.309 0.137 -0.254
C -0.651043 -1.549112 0.906684 -1.610 0.199 -0.333
O -1.712800 -1.128602 0.497787 1.282 -0.400 0.253
O 0.188313 -2.272904 0.097343 0.194 0.365 0.346
C 1.020911 -1.410471 -0.703891 -0.271 -0.535 0.177
C 2.431130 -1.380194 -0.165232 0.075 -0.108 -0.261
O 3.111354 -0.247310 -0.708743 0.210 -0.093 0.352
C 3.020457 0.933388 -0.061542 -0.525 1.782 -1.176
O 3.038462 1.984713 -0.656946 0.181 -1.523 0.864
O 2.830494 0.879497 1.271227 0.133 0.296 0.066
H -0.645516 -2.152180 2.944648 -0.277 -0.335 0.186
H -0.603971 -0.414167 2.672933 -0.303 0.280 0.210
H 0.833649 -1.379431 2.470132 0.432 -0.108 -0.073
H 0.604256 -0.418635 -0.728039 -0.203 0.523 -0.138
H 1.009361 -1.828759 -1.692782 -0.031 0.014 -0.534
H 2.976942 -2.248847 -0.488446 0.302 -0.299 -0.169
H 2.415055 -1.405292 0.912666 0.004 0.093 0.364
H 3.232206 0.096685 1.653170 0.070 -0.235 0.096
Br -0.797877 2.063127 -2.174525 0.018 0.029 -0.011
C -2.432262 2.548958 -1.238531 0.142 -0.100 0.063
C -3.367840 1.376827 -1.107726 -0.137 -0.003 -0.076
Br -4.259860 0.976801 -2.790800 0.043 -0.023 0.019
H -2.869821 3.376813 -1.785160 -0.040 0.007 -0.025
H -2.114001 2.890292 -0.256367 -0.010 -0.025 0.027
H -4.164284 1.604715 -0.403377 0.002 0.042 0.011
H -2.859294 0.469642 -0.798770 0.014 0.018 0.015
```
Forces are in eV/Å.

Computed properties:
Kohn-Sham gap   10.1 eV
HOMO level   -9.8982 eV

---

> Which formula does entry 1 have?

C5H15NO2